No. 1
Here is C9H11O3 as an isolated structure in a non-equilibrium geometry from OMol25. Energies are from ωB97M-V/def2-TZVPD.

The value obtained for the energy is -15655.046 eV. The HOMO energy comes out at -4.213 eV. As for the charge: -1. Its spin multiplicity is 1. The energy relative to the best compared isomer or geometry (same formula, charge and spin) is 28.9 kcal per mole. As for the strongest force on any atom: 0.0711 Eh/bohr.

Geometry (Å):
C 0.67 -2.82 2.84
C 0.59 0.77 0.24
C -0.49 0.35 1.10
C 1.77 0.02 0.39
C -0.40 -0.73 1.95
C 1.83 -1.00 1.35
C 0.69 -1.63 1.89
O 0.40 1.77 -0.55
H 0.41 1.63 -1.73
H -1.40 0.84 0.78
H 2.61 0.23 -0.25
H -1.26 -0.91 2.56
H 2.79 -1.45 1.65
H 1.66 -3.13 3.14
H 0.39 -3.70 2.24
H 0.04 -2.70 3.71
C -2.05 2.01 -2.63
C -0.82 1.47 -3.52
O 0.28 1.18 -2.88
O -0.96 1.38 -4.72
H -2.01 3.03 -3.00
H -1.88 1.96 -1.56
H -2.86 1.40 -3.00

No. 2
Here is the molecule C9H11OP in a non-equilibrium geometry from OMol25. Energies are from ωB97M-V/def2-TZVPD.

The value obtained for the energy is -20844.766 eV. The structure (SMILES) is C/C(O)=C/Pc1ccccc1. The HOMO energy comes out at -8.043 eV. Its spin multiplicity is 1. The energy relative to the best compared isomer or geometry (same formula, charge and spin) is 47.1 kcal per mole. As for the strongest force on any atom: 0.0852 Eh/bohr.

Geometry (Å):
C -0.75 2.20 -2.93
C -0.01 1.58 -1.81
O 0.65 2.45 -0.89
C 0.05 0.23 -1.82
P 0.87 -1.30 -1.12
C 0.44 -1.23 0.64
C 0.20 -2.46 1.34
C -0.14 -2.43 2.69
C -0.07 -1.18 3.34
C 0.24 -0.03 2.63
C 0.56 -0.02 1.28
H -0.02 2.59 -3.77
H -1.26 3.00 -2.58
H -1.55 1.47 -3.45
H 0.65 3.31 -1.40
H -0.55 0.02 -2.61
H -0.24 -2.27 -1.50
H 0.21 -3.33 0.79
H -0.21 -3.37 3.10
H -0.30 -0.98 4.37
H 0.42 1.00 3.10
H 0.83 0.76 0.59

No. 3
Here is the molecule C9H12BrO3P in a non-equilibrium geometry from OMol25. Energies are from ωB97M-V/def2-TZVPD.

The value obtained for the energy is -94998.881 eV. The structure (SMILES) is COc1cc(OC)c(PBr)c(OC)c1. The HOMO energy comes out at -7.949 eV. Its spin multiplicity is 1. The energy relative to the best compared isomer or geometry (same formula, charge and spin) is 0.0 kcal per mole. As for the strongest force on any atom: 0.0750 Eh/bohr.

Geometry (Å):
C 0.99 -2.65 -1.95
O 0.76 -1.22 -1.96
C 0.43 -0.48 -0.89
C 0.30 0.89 -1.13
C -0.15 1.77 -0.16
O -0.33 3.14 -0.34
C 0.34 3.77 -1.43
C -0.56 1.24 1.13
P -1.60 2.06 2.38
Br -0.34 2.45 4.08
C -0.38 -0.17 1.30
O -0.85 -0.53 2.55
C -0.99 -1.96 2.85
C 0.10 -1.03 0.36
H 1.09 -2.77 -3.08
H 0.16 -3.29 -1.64
H 1.79 -2.91 -1.30
H 0.12 1.11 -2.18
H 0.04 4.91 -1.38
H 0.11 3.17 -2.36
H 1.41 3.88 -1.25
H -1.56 3.26 1.81
H -0.09 -2.55 2.71
H -1.81 -2.42 2.41
H -1.32 -1.67 3.86
H 0.24 -2.10 0.48

No. 4
Here is the molecule C9H12ClN3 in a non-equilibrium geometry from OMol25. Energies are from ωB97M-V/def2-TZVPD.

The value obtained for the energy is -26520.203 eV. The structure (SMILES) is Clc1ccc(N2CCNCC2)nc1. The HOMO energy comes out at -7.936 eV. Its spin multiplicity is 1. The energy relative to the best compared isomer or geometry (same formula, charge and spin) is 2.0 kcal per mole. As for the strongest force on any atom: 0.0247 Eh/bohr.

Geometry (Å):
Cl 4.47 -0.10 0.14
C 2.74 0.01 0.04
C 2.10 1.25 -0.03
C 0.73 1.29 -0.12
C -0.01 0.08 -0.12
N -1.37 0.02 -0.16
C -2.00 -1.30 -0.27
C -3.53 -1.15 -0.18
N -3.93 -0.11 0.77
C -3.46 1.20 0.34
C -2.21 1.13 -0.56
N 0.63 -1.11 -0.05
C 1.96 -1.13 0.03
H 2.68 2.16 0.01
H 0.23 2.29 -0.19
H -1.62 -1.90 0.58
H -1.72 -1.84 -1.18
H -3.97 -2.10 0.11
H -3.96 -0.91 -1.18
H -3.53 -0.31 1.66
H -3.25 1.81 1.23
H -4.30 1.70 -0.22
H -2.48 1.01 -1.64
H -1.64 2.07 -0.47
H 2.44 -2.11 0.10

No. 5
Here is a 2-piece molecular cluster, C9H12ClN3O overall in a non-equilibrium geometry from OMol25. Energies are from ωB97M-V/def2-TZVPD.

The value obtained for the energy is -28560.270 eV. The HOMO energy (alpha / beta) comes out at -7.517 / -7.510 eV. Its spin multiplicity is 1. The energy relative to the best compared isomer or geometry (same formula, charge and spin) is 125.2 kcal per mole. As for the strongest force on any atom: 0.1140 Eh/bohr.

Geometry (Å):
C 2.16 -1.89 0.00
C 2.96 -1.36 0.90
C 0.78 -1.47 -0.24
C 2.64 -0.11 1.54
C 0.37 -0.27 0.39
C 3.48 0.55 2.37
C -0.92 0.18 0.32
C -1.49 1.36 1.01
C -3.44 0.88 -2.25
N 1.41 0.45 1.10
N -2.28 -0.98 -1.22
N -2.41 -0.24 -2.21
O 0.12 -2.25 -0.97
Cl -1.10 0.00 -3.41
H 2.40 -2.67 -0.74
H 3.97 -1.77 1.16
H 3.32 1.50 2.84
H 4.40 0.08 2.42
H -0.85 1.47 1.93
H -2.41 1.20 1.28
H -1.49 2.10 0.23
H -3.67 1.03 -3.31
H -4.37 0.71 -1.70
H -3.21 1.75 -1.78
H 1.10 1.25 1.49
H -1.45 -1.51 -1.12

No. 6
Here is C9H12CrN8O3S as an isolated structure from OMol25. Energies are from ωB97M-V/def2-TZVPD.

The value obtained for the energy is -66838.859 eV. The HOMO energy (alpha / beta) comes out at -11.109 / -11.071 eV. As for the charge: +1. Its spin multiplicity is 2. As for the expectation value of S²: 0.77. As for the strongest force on any atom: 0.0137 Eh/bohr.

Geometry (Å):
Cr -0.35 -0.47 -0.21
N -3.71 -2.03 1.67
C -2.75 -1.22 1.19
S -1.08 -1.76 1.43
N -3.11 -0.13 0.58
N -1.98 0.60 0.18
C -2.09 1.87 0.18
C -0.97 2.75 -0.05
C -1.20 4.13 -0.14
C -0.16 5.02 -0.29
C 1.15 4.53 -0.33
C 1.40 3.18 -0.22
C 0.34 2.28 -0.08
O 0.67 0.96 0.02
H -3.48 -2.89 2.14
H -4.68 -1.77 1.56
H -3.07 2.28 0.43
H -2.22 4.49 -0.09
H -0.35 6.08 -0.36
H 1.98 5.22 -0.44
H 2.41 2.79 -0.25
N 2.66 -1.39 0.94
N 2.82 -2.61 0.29
C 1.94 -3.02 -0.62
N 2.09 -4.22 -1.16
N 0.95 -2.13 -0.91
N -0.04 -2.50 -1.74
O -0.96 -1.62 -1.74
O -0.12 -3.51 -2.39
H 3.43 -0.77 0.73
H 2.57 -1.53 1.94
H 3.58 -3.23 0.54
H 2.87 -4.80 -0.89
H 1.46 -4.54 -1.88

No. 7
Here is C9H12F3NO7PS3 as an isolated structure in a non-equilibrium geometry from OMol25. Energies are from ωB97M-V/def2-TZVPD.

The value obtained for the energy is -75300.582 eV. The HOMO energy comes out at -6.051 eV. As for the charge: -1. Its spin multiplicity is 1. As for the strongest force on any atom: 0.0510 Eh/bohr.

Geometry (Å):
O -1.53 1.77 1.65
S -0.81 0.60 1.23
O -1.74 -0.40 0.80
C 0.18 0.93 -0.22
C 0.67 2.36 -0.37
O -0.38 3.26 -0.47
C 1.44 2.51 -1.67
F 0.70 2.27 -2.72
F 1.85 3.77 -1.77
F 2.52 1.76 -1.71
N 0.03 -0.05 2.45
S 1.47 0.57 2.72
O 2.02 -0.08 3.86
O 2.39 0.52 1.63
P 1.41 2.65 3.36
O 1.17 2.74 4.95
O 0.24 3.50 2.66
S 3.12 3.44 2.95
H -0.46 0.73 -1.07
H 1.00 0.24 -0.32
H 1.38 2.62 0.41
H -0.58 3.60 0.41
H 0.68 3.56 5.09
H -0.61 3.37 3.12
C -0.36 -2.90 -2.03
C -0.22 -3.84 -3.05
C -1.20 -4.79 -3.26
C -2.34 -4.80 -2.46
C -2.48 -3.86 -1.45
C -1.49 -2.91 -1.23
H 0.41 -2.16 -1.87
H 0.67 -3.83 -3.68
H -1.09 -5.53 -4.05
H -3.11 -5.54 -2.63
H -3.37 -3.87 -0.83
H -1.60 -2.18 -0.44

No. 8
Here is C9H12F5N3O3RhSTe as an isolated structure from OMol25. Energies are from ωB97M-V/def2-TZVPD.

The value obtained for the energy is -54854.355 eV. The HOMO energy comes out at -12.349 eV. As for the charge: +1. Its spin multiplicity is 1. The energy relative to the best compared isomer or geometry (same formula, charge and spin) is 28.8 kcal per mole. As for the strongest force on any atom: 0.0137 Eh/bohr.

Geometry (Å):
Rh -0.20 -0.29 0.24
C -3.02 -3.43 -0.61
C -1.86 -2.50 -0.46
N -1.82 -1.55 0.42
O -2.93 -1.34 1.21
C -0.63 -2.67 -1.27
C -0.30 -3.88 -2.06
N 0.19 -1.69 -1.11
O 1.42 -1.73 -1.53
H -3.95 -2.92 -0.37
H -2.91 -4.28 0.07
H -3.06 -3.82 -1.62
H -3.02 -2.11 1.79
H -0.83 -4.75 -1.68
H 0.77 -4.06 -2.00
H -0.55 -3.75 -3.11
F 1.13 -1.39 1.05
Te 2.82 -0.35 -0.49
F 3.32 -0.49 -2.27
F 4.01 1.06 -0.63
F 3.21 -0.09 1.32
F 3.72 -1.92 -0.24
O 1.34 0.75 -0.46
S -0.60 1.13 2.07
C -0.05 2.69 1.51
N -0.99 3.62 1.25
C -0.71 4.89 0.87
C 0.59 5.28 0.72
C 1.60 4.35 1.00
C 1.29 3.07 1.40
H -1.95 3.34 1.37
H -1.56 5.53 0.70
H 0.82 6.29 0.42
H 2.64 4.64 0.90
H 2.05 2.34 1.62

No. 9
Here is a 2-piece molecular cluster, C9H12FN overall in a non-equilibrium geometry from OMol25. Energies are from ωB97M-V/def2-TZVPD.

The value obtained for the energy is -13730.078 eV. The structure (SMILES) is C=C/C(C)=C\F.C=CC=C=N. The HOMO energy comes out at -8.049 eV. Its spin multiplicity is 1. The energy relative to the best compared isomer or geometry (same formula, charge and spin) is 87.2 kcal per mole. As for the strongest force on any atom: 0.0946 Eh/bohr.

Geometry (Å):
C -0.36 -1.49 2.72
C -0.75 -1.97 1.50
C -0.81 -1.05 0.37
C -0.35 -1.53 -0.95
C -1.22 0.19 0.48
F -1.74 0.78 1.57
H -0.35 -2.09 3.58
H -0.06 -0.38 2.76
H -0.77 -2.99 1.08
H -0.15 -2.69 -0.97
H -0.85 -1.28 -1.77
H 0.57 -1.08 -1.18
H -1.42 0.67 -0.43
C 0.24 2.97 -1.99
C 0.64 1.88 -1.36
C 1.14 1.87 -0.01
C 1.55 0.84 0.64
N 1.94 -0.19 1.21
H 0.04 3.13 -3.09
H 0.05 3.79 -1.42
H 0.58 0.91 -1.88
H 1.26 2.88 0.35
H 2.88 -0.45 0.83

No. 10
Here is a 3-piece molecular cluster, C9H12INO overall in a non-equilibrium geometry from OMol25. Energies are from ωB97M-V/def2-TZVPD.

The value obtained for the energy is -21163.591 eV. The structure (SMILES) is CCc1cccnc1.C=C=O.I. The HOMO energy comes out at -8.728 eV. Its spin multiplicity is 1. The energy relative to the best compared isomer or geometry (same formula, charge and spin) is 9.1 kcal per mole. As for the strongest force on any atom: 0.0789 Eh/bohr.

Geometry (Å):
C -1.52 -0.98 -2.94
C -1.62 -0.83 -1.48
C -0.29 -0.51 -0.79
C 0.79 -1.32 -0.54
C 1.92 -0.80 0.04
C 1.95 0.50 0.43
N 0.81 1.31 0.38
C -0.26 0.84 -0.25
H -0.66 -1.68 -3.20
H -1.25 -0.05 -3.44
H -2.47 -1.41 -3.36
H -2.01 -1.77 -0.98
H -2.20 0.05 -1.12
H 0.77 -2.41 -0.63
H 2.54 -1.60 0.48
H 2.86 0.94 0.95
H -1.06 1.50 -0.42
C -0.16 0.61 3.78
C -0.42 -0.38 2.97
O -0.74 -1.11 2.12
H 0.70 0.36 4.38
H -0.42 1.63 3.55
I 1.71 4.36 0.01
H 1.05 2.77 0.07

No. 11
Here is the molecule C9H12N2 in a non-equilibrium geometry from OMol25. Energies are from ωB97M-V/def2-TZVPD.

The value obtained for the energy is -12505.281 eV. The structure (SMILES) is CN(C)/C=C\c1ccncc1. The HOMO energy comes out at -7.862 eV. Its spin multiplicity is 1. The energy relative to the best compared isomer or geometry (same formula, charge and spin) is 79.7 kcal per mole. As for the strongest force on any atom: 0.0909 Eh/bohr.

Geometry (Å):
C 0.00 2.48 1.61
N 0.62 1.29 0.90
C 1.49 0.27 1.42
C 0.76 1.59 -0.47
C 0.41 0.64 -1.41
C -0.20 -0.61 -1.00
C 0.04 -1.70 -1.88
C -0.80 -2.80 -1.75
N -1.78 -2.95 -0.85
C -1.84 -2.01 0.07
C -1.11 -0.75 0.01
H 0.50 3.41 1.32
H 0.35 2.31 2.61
H -1.04 2.63 1.65
H 1.83 -0.13 0.52
H 0.89 -0.35 2.07
H 2.23 0.78 2.04
H 0.95 2.60 -0.77
H 0.71 0.64 -2.47
H 0.79 -1.62 -2.66
H -0.83 -3.71 -2.51
H -2.63 -2.05 0.81
H -1.34 0.04 0.74

No. 12
Here is an isolated ion of composition C9H12N3 and charge +1 in a non-equilibrium geometry from OMol25. Energies are from ωB97M-V/def2-TZVPD.

The value obtained for the energy is -13986.695 eV. The structure (SMILES) is C=C1C=CC=C/C1=N/C=N/[NH2+]C. The HOMO energy (alpha / beta) comes out at -11.854 / -11.853 eV. As for the charge: +1. Its spin multiplicity is 1. The energy relative to the best compared isomer or geometry (same formula, charge and spin) is 109.5 kcal per mole. As for the strongest force on any atom: 0.0871 Eh/bohr.

Geometry (Å):
C -0.30 -1.44 0.53
C -1.33 -0.75 0.05
C -2.55 -1.39 -0.21
C -3.66 -0.65 -0.17
C -3.69 0.74 0.09
C -2.47 1.35 0.21
C -1.26 0.72 0.05
N -0.14 1.37 -0.15
C 1.12 1.19 -0.23
N 1.77 0.53 0.67
N 3.17 0.60 0.48
C 3.61 -0.45 -0.65
H -0.31 -2.58 0.64
H 0.63 -0.93 0.82
H -2.65 -2.51 -0.14
H -4.54 -1.35 -0.35
H -4.55 1.36 0.19
H -2.44 2.47 0.20
H 1.72 1.88 -0.99
H 3.61 0.28 1.38
H 3.21 1.50 -0.01
H 4.62 -0.17 -1.04
H 3.61 -1.41 0.01
H 2.81 -0.34 -1.38